Record 1
C24H64F30N9O11P5 | wB97M-V/def2-TZVPD

Geometry as XYZ:
```
143
Properties=species:S:1:pos:R:3
C 3.586 5.968 2.831
C 3.852 5.372 1.480
O 4.930 5.409 0.891
N 2.676 4.730 0.702
H 1.838 4.834 1.257
H 2.529 5.366 -0.068
C 2.930 3.267 0.225
H 4.316 6.715 3.142
H 3.542 5.149 3.549
H 2.570 6.361 2.857
H 3.680 3.266 -0.566
H 1.921 2.969 -0.061
H 3.267 2.690 1.086
C -0.109 2.159 -3.173
C -1.619 1.887 -3.355
O -2.421 1.853 -2.433
N -2.069 1.602 -4.806
H -2.264 2.446 -5.326
H -1.419 1.054 -5.350
C -3.337 0.728 -4.799
H 0.106 3.126 -3.628
H 0.483 1.395 -3.677
H 0.181 2.275 -2.128
H -3.535 0.233 -3.848
H -3.393 0.118 -5.700
H -4.131 1.473 -4.755
C -5.925 0.617 -1.399
C -5.900 0.795 0.146
O -5.029 0.245 0.802
N -6.905 1.832 0.728
H -6.571 2.185 1.613
H -6.901 2.690 0.195
C -8.361 1.411 0.665
H -5.771 1.525 -1.982
H -6.901 0.210 -1.665
H -5.097 -0.057 -1.619
H -8.504 0.374 0.969
H -8.621 1.480 -0.391
H -8.870 2.188 1.235
C 3.753 2.581 6.040
C 3.624 1.876 4.723
O 3.974 2.262 3.645
N 3.190 0.409 4.837
H 3.997 -0.156 5.056
H 2.568 0.429 5.632
C 2.366 -0.044 3.663
H 4.687 2.439 6.584
H 2.889 2.366 6.669
H 3.726 3.644 5.798
H 2.363 -1.126 3.534
H 2.852 0.335 2.764
H 1.359 0.305 3.888
C -2.446 6.374 1.876
C -3.356 5.858 0.742
O -3.679 6.533 -0.238
N -3.910 4.487 0.966
H -3.824 4.266 1.948
H -4.845 4.468 0.584
C -3.092 3.458 0.122
H -2.293 7.446 1.753
H -1.511 5.829 1.748
H -2.833 6.178 2.876
H -3.447 2.454 0.356
H -2.040 3.490 0.403
H -3.374 3.596 -0.922
C -2.011 -0.597 -0.124
C -0.575 -0.220 0.048
O -0.121 0.929 -0.168
N 0.391 -1.270 0.491
H 0.412 -1.504 1.473
H 0.065 -2.136 0.086
C 1.858 -0.955 -0.029
H -2.265 -1.439 0.520
H -2.336 -0.661 -1.163
H -2.582 0.297 0.127
H 1.865 -0.830 -1.111
H 2.438 -1.857 0.165
H 2.470 -0.121 0.316
C 5.145 -3.250 -1.950
C 5.668 -3.127 -3.318
O 6.786 -2.687 -3.533
N 4.901 -3.775 -4.489
H 5.517 -3.776 -5.290
H 4.660 -4.744 -4.336
C 3.608 -2.944 -4.803
H 4.513 -2.376 -1.789
H 5.908 -3.311 -1.173
H 4.539 -4.150 -1.851
H 3.149 -3.367 -5.697
H 3.879 -1.908 -5.004
H 2.972 -2.944 -3.917
C -3.414 -5.403 -0.996
C -3.457 -6.380 0.218
O -3.122 -7.555 0.277
N -4.018 -5.786 1.502
H -4.850 -5.235 1.345
H -4.373 -6.538 2.075
C -3.012 -4.843 2.109
H -4.312 -4.811 -1.172
H -3.206 -5.954 -1.914
H -2.655 -4.640 -0.819
H -2.976 -3.988 1.434
H -2.065 -5.375 2.202
H -3.472 -4.669 3.082
P 4.274 1.079 -3.579
F 2.884 1.857 -3.405
F 4.153 0.768 -5.165
F 5.082 2.481 -4.025
F 5.748 0.334 -3.636
F 4.493 1.514 -2.085
F 3.436 -0.299 -3.131
P 0.782 -4.680 0.005
F 1.415 -3.878 1.293
F -0.353 -3.583 -0.276
F 1.776 -4.019 -1.077
F 0.241 -5.779 -1.109
F 1.901 -5.865 0.321
F -0.193 -5.353 1.122
P 5.065 -2.703 2.221
F 3.464 -2.701 2.407
F 4.831 -1.634 1.100
F 5.200 -1.469 3.227
F 6.680 -2.539 1.920
F 5.280 -3.864 3.372
F 4.824 -3.906 1.120
P 0.015 3.292 3.060
F -0.172 2.326 4.405
F -1.081 2.408 2.165
F -1.139 4.357 3.577
F 0.315 4.183 1.746
F 1.117 4.151 3.827
F 1.191 2.300 2.536
P -1.823 -3.151 -4.006
F -0.589 -3.860 -3.246
F -1.097 -1.738 -3.695
F -1.191 -3.363 -5.506
F -3.094 -2.396 -4.675
F -2.653 -4.562 -4.203
F -2.562 -3.019 -2.555
N -0.886 -2.607 3.638
O -2.044 -2.269 3.331
O -0.706 -3.603 4.327
O 0.045 -2.007 3.145
```

Values from the calculation:
Expectation value of S² = 0.757
Net charge = +3
HOMO-LUMO gap (alpha / beta) = 6.3 / 4.4 eV
Highest occupied orbital energy (alpha / beta) = -15.5 / -15.5 eV
2S+1 = 2
LUMO level (alpha / beta) = -0.337 / -0.408 Eh

Löwdin atomic charge list, values in e, 99 entries: C 0.033; C -0.326; O 0.165; N 0.102; H 0.089; H 0.173; C 0.066; H 0.115; H 0.076; H 0.089; H 0.100; H 0.078; H 0.085; C 0.042; C -0.288; O 0.083; N 0.137; H 0.182; H 0.178; C 0.028; H 0.108; H 0.099; H 0.069; H 0.077; H 0.120; H 0.093; C 0.048; C -0.312; O 0.146; N 0.082; H 0.171; H 0.159; C 0.057; H 0.095; H 0.100; H 0.094; H 0.125; H 0.111; H 0.123; C 0.045; C -0.359; O 0.162; N 0.127; H 0.181; H 0.160; C -0.008; H 0.120; H 0.100; H 0.096; H 0.077; H 0.089; H 0.081; C 0.044; C -0.348; O 0.162; N 0.117; H 0.169; H 0.158; C 0.047; H 0.113; H 0.070; H 0.098; H 0.070; H 0.092; H 0.093; C 0.035; C -0.306; O 0.068; N 0.145; H 0.100; H 0.069; C 0.063; H 0.087; H 0.087; H 0.054; H 0.090; H 0.071; H 0.091; C 0.019; C -0.365; O 0.166; N 0.125; H 0.169; H 0.172; C 0.054; H 0.089; H 0.109; H 0.097; H 0.103; H 0.081; H 0.091; C 0.034; C -0.315; O 0.183; N 0.079; H 0.166; H 0.181; C 0.007; H 0.089


Record 2
C3H6INO | wB97M-V/def2-TZVPD

Geometry as XYZ:
```
12
Properties=species:S:1:pos:R:3
C -0.981 1.477 0.627
C -0.525 0.423 -0.048
C -0.577 -1.131 0.488
I 1.145 -1.514 1.769
O 0.107 0.471 -1.237
N 1.373 -0.177 -1.220
H -0.763 2.485 0.038
H -1.623 1.346 1.550
H -0.401 -1.781 -0.316
H -1.359 -1.266 1.281
H 1.432 -0.677 -2.045
H 2.171 0.343 -0.887
```

Values from the calculation:
HOMO-LUMO gap = 9.2 eV
Energy above the lowest of the compared OMol25 structures with the same formula, charge and spin = 297.7 kJ/mol
Highest occupied orbital energy = -8.8 eV
LUMO level = 0.015 Eh
SMILES string = C=C(CI)ON

Quick look at the natural (NBO) charges, all values in e: C -0.484; C 0.291; C -0.548; I 0.039; O -0.398; N -0.562; H 0.230; H 0.233; H 0.228; H 0.242; H 0.361; H 0.369


Record 3
C3H15N3O4 | wB97M-V/def2-TZVPD

Geometry as XYZ:
```
25
Properties=species:S:1:pos:R:3
C -1.717 -0.119 0.295
N -1.080 -0.096 -0.962
C 0.214 -0.588 -1.168
N 1.082 -0.612 -0.102
O 0.608 -0.886 -2.276
C -2.769 -1.297 0.416
N -2.157 -2.500 0.846
H -2.343 0.774 0.351
H -1.087 0.046 1.161
H -1.680 -0.258 -1.746
H 1.977 -0.214 -0.345
H 0.857 -0.190 0.776
H -3.534 -1.016 1.140
H -3.289 -1.470 -0.522
H -1.346 -2.812 0.316
H -2.030 -2.641 1.843
H 3.071 0.908 -2.832
H 2.797 -0.533 -2.484
O 3.495 0.134 -2.447
H -0.717 3.276 0.708
H 0.533 3.132 1.567
O -0.378 2.826 1.487
H 3.586 1.367 0.648
H 3.102 1.421 2.119
O 2.804 1.349 1.210
```

Values from the calculation:
Expectation value of S² = 0.757
Net charge = +1
HOMO-LUMO gap (alpha / beta) = 11.0 / 5.6 eV
Energy above the lowest of the compared OMol25 structures with the same formula, charge and spin = 0.0 kJ/mol
Highest occupied orbital energy (alpha / beta) = -14.0 / -13.9 eV
2S+1 = 2
LUMO level (alpha / beta) = -0.111 / -0.308 Eh

Quick look at the natural (NBO) charges, all values in e: C -0.234; N -0.488; C 0.752; N -0.832; O -0.576; C -0.249; N -0.486; H 0.284; H 0.260; H 0.418; H 0.438; H 0.396; H 0.252; H 0.244; H 0.403; H 0.409; H 0.470; H 0.481; O -0.949; H 0.473; H 0.488; O -0.959; H 0.494; H 0.487; O -0.977


Record 4
C22H20F2O2 | wB97M-V/def2-TZVPD

Geometry as XYZ:
```
46
Properties=species:S:1:pos:R:3
C 1.026 6.462 -0.238
O 1.583 5.429 -1.084
C 1.359 4.119 -0.801
C 1.932 3.180 -1.705
C 1.772 1.829 -1.502
C 1.059 1.363 -0.384
O 1.118 0.001 -0.176
C 0.225 -0.647 0.736
C -1.186 -0.546 0.209
C -2.090 0.293 0.872
C -3.320 0.594 0.300
C -3.689 0.045 -0.931
C -4.992 0.362 -1.575
C -2.820 -0.881 -1.506
F -3.267 -1.590 -2.595
C -1.554 -1.141 -1.001
C 0.820 -2.033 0.938
C 2.020 -2.146 1.651
C 2.641 -3.374 1.804
C 2.176 -4.517 1.131
C 2.887 -5.824 1.162
C 0.949 -4.391 0.486
F 0.384 -5.516 -0.061
C 0.248 -3.196 0.400
C 0.466 2.275 0.504
C 0.609 3.647 0.299
H 1.358 7.381 -0.724
H -0.071 6.419 -0.222
H 1.433 6.405 0.780
H 2.495 3.560 -2.551
H 2.233 1.106 -2.174
H 0.281 -0.142 1.711
H -1.778 0.727 1.821
H -3.996 1.283 0.809
H -5.442 1.219 -1.066
H -4.858 0.614 -2.634
H -5.694 -0.481 -1.512
H -0.864 -1.793 -1.537
H 2.446 -1.249 2.108
H 3.527 -3.460 2.437
H 3.710 -5.782 1.883
H 2.215 -6.645 1.447
H 3.320 -6.081 0.184
H -0.727 -3.160 -0.076
H -0.084 1.937 1.380
H 0.140 4.344 1.003
```

Values from the calculation:
HOMO-LUMO gap = 8.5 eV
Highest occupied orbital energy = -7.8 eV
LUMO level = 0.026 Eh
SMILES string = COc1ccc(OC(c2ccc(C)c(F)c2)c2ccc(C)c(F)c2)cc1

Quick look at the natural (NBO) charges, all values in e: C -0.255; O -0.503; C 0.284; C -0.229; C -0.260; C 0.353; O -0.530; C 0.043; C -0.050; C -0.197; C -0.194; C -0.100; C -0.628; C 0.465; F -0.341; C -0.295; C 0.066; C -0.218; C -0.192; C -0.104; C -0.630; C 0.461; F -0.344; C -0.328; C -0.288; C -0.297; H 0.203; H 0.180; H 0.180; H 0.224; H 0.228; H 0.183; H 0.208; H 0.216; H 0.216; H 0.229; H 0.228; H 0.239; H 0.217; H 0.215; H 0.216; H 0.230; H 0.229; H 0.237; H 0.212; H 0.218


Record 5
C2H2O4 | wB97M-V/def2-TZVPD

Geometry as XYZ:
```
8
Properties=species:S:1:pos:R:3
C -0.502 -0.717 -0.641
C 0.297 0.304 0.768
O 1.426 0.823 0.260
O -1.724 -0.352 -0.562
O 0.197 -1.353 -1.353
O -0.021 0.482 1.918
H 1.601 0.486 -0.634
H -1.275 0.329 0.245
```

Values from the calculation:
HOMO-LUMO gap = 10.4 eV
Energy above the lowest of the compared OMol25 structures with the same formula, charge and spin = 291.7 kJ/mol
Highest occupied orbital energy = -10.3 eV
LUMO level = 0.003 Eh

Quick look at the natural (NBO) charges, all values in e: C 0.766; C 0.547; O -0.662; O -0.624; O -0.526; O -0.525; H 0.505; H 0.519


Record 6
C4H7N2 | wB97M-V/def2-TZVPD

Geometry as XYZ:
```
13
Properties=species:S:1:pos:R:3
C -0.253 1.722 -1.126
C -0.316 0.510 -0.545
C -0.148 -0.705 -1.275
N -0.526 -1.556 -1.941
C -0.227 0.043 0.895
N 0.695 -1.073 0.687
H -0.091 1.934 -2.132
H -0.533 2.494 -0.415
H -0.669 -2.461 -2.305
H -1.081 -0.283 1.294
H 0.218 0.784 1.666
H 1.524 -0.918 1.162
H 0.304 -1.996 0.941
```

Values from the calculation:
Net charge = +1
HOMO-LUMO gap = 10.1 eV
Energy above the lowest of the compared OMol25 structures with the same formula, charge and spin = 349.3 kJ/mol
Highest occupied orbital energy = -14.8 eV
LUMO level = -0.172 Eh
SMILES string = C=C(C#[NH+])CN

Quick look at the natural (NBO) charges, all values in e: C -0.202; C -0.182; C 0.668; N -0.465; C -0.241; N -0.791; H 0.237; H 0.235; H 0.479; H 0.220; H 0.243; H 0.402; H 0.396


Please write out number 2 again, unchanged.
C3H6INO | wB97M-V/def2-TZVPD

Geometry as XYZ:
```
12
Properties=species:S:1:pos:R:3
C -0.981 1.477 0.627
C -0.525 0.423 -0.048
C -0.577 -1.131 0.488
I 1.145 -1.514 1.769
O 0.107 0.471 -1.237
N 1.373 -0.177 -1.220
H -0.763 2.485 0.038
H -1.623 1.346 1.550
H -0.401 -1.781 -0.316
H -1.359 -1.266 1.281
H 1.432 -0.677 -2.045
H 2.171 0.343 -0.887
```

Values from the calculation:
HOMO-LUMO gap = 9.2 eV
Energy above the lowest of the compared OMol25 structures with the same formula, charge and spin = 297.7 kJ/mol
Highest occupied orbital energy = -8.8 eV
LUMO level = 0.015 Eh
SMILES string = C=C(CI)ON

Quick look at the natural (NBO) charges, all values in e: C -0.484; C 0.291; C -0.548; I 0.039; O -0.398; N -0.562; H 0.230; H 0.233; H 0.228; H 0.242; H 0.361; H 0.369